Entry 1:
Density functional theory data (ωB97M-V/def2-TZVPD) for an isolated ion of composition C4H11N2 and charge +1 at a distorted geometry.

Molecular weight, g mol⁻¹: 87.1
Kohn-Sham gap, eV: 10.1
2S+1: 1
Largest force on an atom, eV/Å: 4.02
E, Eh: -268.2056
Net charge: +1
Energy above the lowest of the compared OMol25 structures with the same formula, charge and spin, eV: 2.7031

Each atom is followed by the atoms it is bonded to, with distances in Å.
CARTESIAN COORDINATES (ANGSTROEM)
1 C 0.30 0.71 -2.30  C2 1.558, H7 1.047, H8 1.127, H9 1.119
2 C -0.26 -0.38 -1.34  C1 1.558, C3 1.515, H10 1.051, H11 1.097
3 C -0.16 -0.06 0.14  C2 1.515, N4 1.466, C5 1.380
4 N 1.05 0.44 0.79  C3 1.466, H12 1.021, H13 0.980, H14 0.981
5 C -0.89 -0.73 1.10  C3 1.380, N6 1.422, H15 1.126
6 N -0.86 -0.52 2.51  C5 1.422, H16 1.038, H17 1.011
7 H 1.16 1.19 -1.93  C1 1.047
8 H -0.37 1.61 -2.42  C1 1.127
9 H 0.46 0.21 -3.29  C1 1.119
10 H -1.31 -0.35 -1.40  C2 1.051
11 H 0.14 -1.39 -1.52  C2 1.097
12 H 1.93 -0.03 0.59  N4 1.021
13 H 1.24 1.38 0.58  N4 0.980
14 H 0.96 0.15 1.73  N4 0.981
15 H -1.70 -1.43 0.74  C5 1.126
16 H -0.40 -1.14 3.21  N6 1.038
17 H -1.30 0.33 2.82  N6 1.011

natural (NBO) atomic charge list, values in e, 5 entries: atom 1 (C): -0.62, atom 2 (C): -0.45, atom 3 (C): 0.10, atom 4 (N): -0.69, atom 5 (C): 0.04

=====

Entry 2:
Density functional theory data (ωB97M-V/def2-TZVPD) for a 2-piece molecular cluster, C4H11N2O overall.

Molecular weight, g mol⁻¹: 103.1
Kohn-Sham gap, eV: 7.5
2S+1: 1
Largest force on an atom, eV/Å: 0.47
E, Eh: -343.7383
Net charge: -1
Energy above the lowest of the compared OMol25 structures with the same formula, charge and spin, eV: 0.8948

Each atom is followed by the atoms it is bonded to, with distances in Å.
CARTESIAN COORDINATES (ANGSTROEM)
1 C -1.29 2.20 0.79  N2 1.458, H5 1.100, H6 1.091, H7 1.094
2 N 0.12 2.41 1.11  C1 1.458, C3 1.494, H8 1.015
3 C 0.80 1.11 1.38  N2 1.494, O4 1.347, H9 1.114, H10 1.110
4 O 0.82 0.26 0.34  C3 1.347
5 H -1.43 1.41 0.04  C1 1.100
6 H -1.74 3.12 0.43  C1 1.091
7 H -1.80 1.86 1.71  C1 1.094
8 H 0.56 2.74 0.26  N2 1.015
9 H 0.27 0.71 2.28  C3 1.114
10 H 1.82 1.41 1.72  C3 1.110
11 C 1.24 -2.25 -1.90  C12 1.340, H14 1.083, H15 1.083
12 C 0.02 -2.52 -1.41  C11 1.340, N13 1.369, H16 1.090
13 N -0.72 -1.71 -0.59  C12 1.369, H17 1.061, H18 1.003
14 H 1.78 -1.36 -1.62  C11 1.083
15 H 1.70 -2.93 -2.61  C11 1.083
16 H -0.48 -3.43 -1.73  C12 1.090
17 H -0.21 -0.90 -0.13  N13 1.061
18 H -1.46 -2.15 -0.07  N13 1.003

natural (NBO) atomic charge list, values in e, 5 entries: atom 1 (C): -0.42, atom 2 (N): -0.68, atom 3 (C): 0.13, atom 4 (O): -0.96, atom 5 (H): 0.19

=====

Question: Which formula does entry 1 have?
Answer: C4H11N2

=====

Question: Which of these has the highest largest force on an atom?
Answer: C4H11N2

=====

Question: The lowest Kohn-Sham gap belongs to which entry?
Answer: C4H11N2O

=====

Question: Look up the energy above the lowest of the compared OMol25 structures with the same formula, charge and spin of the second one.
Answer: 0.8948 eV